Molecular formula: C5H15N2O
Method: DFT, ωB97M-V/def2-TZVPD

```
23
Properties=species:S:1:pos:R:3:forces:R:3
O 0.175 -0.282 -2.937 0.7430 0.2784 1.1832
N -2.403 -1.609 -0.994 -0.3511 -1.0516 -0.7341
N 0.924 0.883 -0.405 0.0849 -0.1761 -2.6515
C 0.955 0.125 0.902 0.0526 2.9166 1.6868
C -0.361 0.485 1.581 -1.4631 -1.4088 -3.2862
C 2.002 0.671 1.858 5.4313 2.4223 -1.0825
C -1.328 -1.150 -0.208 -3.1824 1.5338 -0.5892
C -1.385 0.024 0.461 1.4754 -1.3792 1.5602
H -3.304 -1.123 -0.929 0.8448 -0.3286 0.2009
H -2.222 0.613 0.470 -2.3796 1.0039 -0.2873
H 2.056 0.226 2.874 -0.3816 0.0959 -0.9113
H -0.694 0.088 -3.039 -0.7279 -0.0891 -0.5931
H 1.064 -0.908 0.670 0.1971 -0.7041 0.1411
H 1.900 1.150 -0.699 -1.1746 0.1672 0.5185
H 0.449 -0.783 -3.703 -0.1496 -0.0504 -0.2790
H -0.456 -0.284 2.399 -0.2157 1.9438 0.0784
H 0.534 0.284 -1.358 0.9505 1.5345 2.6997
H 2.162 1.867 1.999 -1.6358 -2.5922 -0.3329
H -0.501 1.667 1.625 0.5203 -2.7053 1.0527
H -0.448 -1.689 -0.277 1.3426 -1.4675 0.0403
H 0.282 1.730 -0.236 1.4696 -1.3880 -0.7751
H -2.520 -2.572 -1.438 0.8938 2.0765 1.2495
H 3.121 0.588 1.383 -2.3447 -0.6321 1.1108
```
Forces are in eV/Å.

The total charge is +1. For the maximum force, the calculation gives 6.04 eV/A. As for the HOMO-LUMO gap: 8.7 eV. The calculation puts the LUMO energy at -2.9581 eV. The value obtained for the energy relative to the best compared isomer or geometry (same formula, charge and spin) is 310.6 kJ/mol. The HOMO energy comes out at -11.6 eV. Its total energy is -383.93275 hartree.

---

Molecular formula: C12H17BCdN6O
Method: DFT, ωB97M-V/def2-TZVPD

```
38
Properties=species:S:1:pos:R:3:forces:R:3
Cd 0.131 0.310 1.249 1.0596 0.7476 -1.8104
O -2.758 1.254 0.938 1.8043 -1.1251 1.7352
N 1.927 -0.062 -1.425 -0.0640 -0.1593 -0.2640
N 0.571 2.216 -1.395 -0.0730 -0.4826 0.7851
N -0.454 0.013 -1.936 -1.0496 -0.6880 -1.3258
N 0.334 2.260 -0.033 0.1590 0.3637 0.3890
N 1.912 -0.385 -0.081 0.9592 -0.9895 1.2577
N -0.785 -0.477 -0.693 -1.8809 -1.4911 0.3909
C -2.237 -1.275 -2.186 -0.4010 -0.3125 -0.4088
C 0.053 -3.699 3.338 0.2070 -0.2974 0.4065
C -2.068 0.791 1.790 -2.3729 1.2521 -0.9678
C 0.143 4.327 -0.874 -0.0650 -0.3748 0.0123
C 2.853 -1.331 0.120 -1.0235 1.1239 -0.4839
C 3.458 -1.631 -1.111 0.2665 -0.2067 -0.3504
C -2.361 0.526 3.249 0.7484 -0.3197 0.3628
C 0.098 3.542 0.297 0.3214 -0.5249 -1.6815
C 2.839 -0.826 -2.062 -0.6741 0.5311 0.4466
C -1.858 -1.274 -0.830 1.7083 1.1714 0.1500
C -1.321 -0.454 -2.854 1.4165 0.7052 0.9257
C 0.413 3.451 -1.923 0.1021 -0.0089 0.8457
B 0.844 0.867 -2.102 0.0221 0.2956 0.6145
H 4.255 -2.333 -1.279 0.0645 -0.0543 -0.0516
H -1.185 -0.172 -3.888 -0.2584 -0.1417 0.0337
H -0.074 3.867 1.311 -0.0192 -0.1371 0.0227
H 0.498 3.603 -2.993 0.0958 0.0750 0.2938
H -0.174 -2.909 2.616 -0.1184 -0.1304 -0.1317
H 0.654 -4.495 2.880 -0.1037 0.3984 0.0253
H -0.857 -4.164 3.730 0.0687 0.2778 -0.1781
H 0.603 -3.257 4.176 -0.0565 -0.1623 -0.1672
H -2.303 -1.780 0.024 0.0964 0.1364 -0.3250
H -1.431 0.209 3.743 -0.4259 0.0669 0.0368
H -3.074 -1.789 -2.616 -0.1665 -0.0661 -0.1262
H -2.696 1.466 3.707 -0.2429 -0.2541 -0.1536
H -0.007 5.388 -0.925 -0.0268 0.1409 -0.1187
H 2.937 -0.752 -3.140 0.2199 -0.0097 0.3027
H 3.072 -1.759 1.098 -0.1890 0.2647 -0.3054
H -3.086 -0.302 3.322 0.0145 0.4570 -0.0585
H 1.131 1.034 -3.239 -0.1226 -0.0713 -0.1284
```
Forces are in eV/Å.

The total charge is +2. For the maximum force, the calculation gives 2.85 eV/A. As for the HOMO-LUMO gap (alpha / beta): 5.9 / 3.9 eV. The calculation puts the LUMO energy (alpha / beta) at -9.6209 / -11.3520 eV. The value obtained for the energy relative to the best compared isomer or geometry (same formula, charge and spin) is 0.0 kJ/mol. The HOMO energy (alpha / beta) comes out at -15.5 / -15.3 eV. Its total energy is -1063.16403 hartree.

---

Molecular formula: C3H5O3S3
Method: DFT, ωB97M-V/def2-TZVPD

```
14
Properties=species:S:1:pos:R:3:forces:R:3
S 1.004 -1.873 -0.461 -1.9386 0.9348 -0.8697
S -1.911 -0.106 0.240 0.6993 1.0328 0.1986
S 0.374 1.044 -1.416 0.1292 0.1205 -0.2235
O -1.235 0.063 1.530 -0.5615 -0.9283 -0.6714
O -2.484 1.134 -0.228 -0.8515 1.0924 -0.1454
O -2.766 -1.236 0.083 -0.4994 -1.3472 0.2088
C 1.748 -0.471 0.411 -2.5801 -0.9453 -0.9989
C 1.029 0.884 0.262 -1.4734 -1.2678 -0.7317
C -0.774 -0.209 -1.205 0.5102 -1.9676 0.7451
H 2.736 -0.486 0.103 2.0143 0.7798 -0.8115
H 0.162 1.144 0.908 1.2046 -0.7427 -0.0692
H 1.819 1.497 0.420 2.0197 2.8773 0.1101
H -1.445 -0.596 -2.040 1.4678 0.5769 0.8723
H 1.743 -0.790 1.393 -0.1405 -0.2155 2.3864
```
Forces are in eV/Å.

The total charge is -1. For the maximum force, the calculation gives 3.52 eV/A. As for the HOMO-LUMO gap (alpha / beta): 7.5 / 7.5 eV. The calculation puts the LUMO energy (alpha / beta) at 3.0826 / 3.0828 eV. The value obtained for the energy relative to the best compared isomer or geometry (same formula, charge and spin) is 98.8 kJ/mol. The HOMO energy (alpha / beta) comes out at -4.4 / -4.4 eV. Its total energy is -1537.58455 hartree.

---

Molecular formula: C5H6N2
Method: DFT, ωB97M-V/def2-TZVPD

```
13
Properties=species:S:1:pos:R:3:forces:R:3
N -1.534 1.013 0.342 0.1723 -0.1424 -0.0193
N 0.520 0.193 0.063 -0.1944 0.1237 0.0254
C -0.597 2.028 0.238 0.0604 0.1941 -0.0034
C -0.792 -0.056 0.228 0.0237 0.0547 -0.0066
C -0.645 -1.549 0.005 -0.1048 -0.1483 0.0007
C 0.861 -1.200 -0.270 0.2060 -0.1926 -0.0582
C 0.683 1.557 0.032 -0.0053 0.0847 0.0156
H 1.172 -1.325 -1.311 -0.0504 0.0036 0.1437
H 1.632 2.060 -0.076 -0.1627 -0.0588 0.0101
H -0.899 3.064 0.325 0.0705 -0.1656 -0.0076
H 1.596 -1.648 0.403 -0.1143 0.0672 -0.0915
H -0.816 -2.184 0.878 0.0224 0.1074 -0.1292
H -1.182 -1.953 -0.857 0.0766 0.0723 0.1203
```
Forces are in eV/Å.

The total charge is 0. For the maximum force, the calculation gives 0.29 eV/A. As for the HOMO-LUMO gap: 9.5 eV. The calculation puts the LUMO energy at 0.9054 eV. The value obtained for the energy relative to the best compared isomer or geometry (same formula, charge and spin) is 131.7 kJ/mol. The HOMO energy comes out at -8.6 eV. Its SMILES is c1cn2c(n1)CC2. Its total energy is -303.58591 hartree.

---

Molecular formula: C4H11ClN3
Method: DFT, ωB97M-V/def2-TZVPD

```
19
Properties=species:S:1:pos:R:3:forces:R:3
Cl 1.146 -1.738 0.450 -0.2095 0.3172 -0.5941
N 1.536 0.173 -1.513 -0.9163 -0.3348 -1.7254
N 0.175 0.818 0.348 2.2434 0.3026 1.1005
N -1.619 -0.611 -0.038 -4.3764 0.3114 -0.0839
C -3.137 -0.759 0.058 0.5307 1.2369 2.0974
C -1.098 0.483 0.385 1.6284 1.2405 -0.1946
C 2.577 0.514 0.601 0.6393 -3.8302 2.6426
C 1.378 0.020 -0.161 -0.6440 0.1428 0.7484
H -1.782 1.261 0.717 0.0700 -0.2926 0.5276
H 2.673 1.512 0.806 -0.0869 2.8271 -0.0984
H -3.688 0.216 -0.009 0.6620 -0.9077 -0.5410
H -1.406 -1.301 -0.697 2.2810 -0.8676 -0.6360
H 0.630 1.574 0.948 -2.0263 -0.9479 -1.1485
H 2.415 0.460 -1.926 -0.1763 -0.2725 0.4255
H 3.462 0.146 0.125 0.5485 -0.0094 -0.5152
H 0.826 -0.146 -2.201 0.9030 0.3626 1.0645
H 2.664 -0.009 1.657 -0.5593 1.0357 -2.0591
H -3.325 -1.101 1.090 -0.1101 -0.1844 -0.5591
H -3.428 -1.513 -0.641 -0.4013 -0.1297 -0.4511
```
Forces are in eV/Å.

The total charge is +1. For the maximum force, the calculation gives 4.70 eV/A. As for the HOMO-LUMO gap: 10.5 eV. The calculation puts the LUMO energy at -3.4160 eV. The value obtained for the energy relative to the best compared isomer or geometry (same formula, charge and spin) is 19.6 kJ/mol. The HOMO energy comes out at -13.9 eV. Its SMILES is C/[NH+]=C/N[C@](C)(N)Cl. Its total energy is -783.20085 hartree.

---

Molecular formula: C66H56N9O10SeSn
Method: DFT, ωB97M-V/def2-TZVPD

```
143
Properties=species:S:1:pos:R:3:forces:R:3
Sn -0.684 0.237 0.641 -1.4343 1.5888 0.8049
Se 1.628 0.499 -2.299 0.5319 -0.0568 0.2012
O 1.673 -2.238 -6.002 0.2799 -0.3703 -0.3762
O 0.461 1.061 4.383 -0.0579 -0.0578 -0.1875
O 1.150 -2.417 -3.919 -0.1249 -0.4648 0.5577
O -2.434 2.404 -2.814 -0.1682 0.1711 0.3568
O 1.212 0.259 1.664 -1.7742 -1.0443 -1.5143
O -0.033 3.549 -7.221 -0.1743 0.4407 -0.0852
O -1.404 1.629 2.114 0.4414 -0.6175 -0.9420
O -0.911 1.371 -1.536 0.7342 -0.9652 2.2118
O 1.251 2.059 -8.097 0.1628 0.0353 -0.3376
O -0.257 3.198 4.659 -0.0064 -0.1203 -0.1738
N -1.661 -3.962 -2.096 0.1522 0.2039 -0.2143
N -1.505 -2.025 -1.062 0.5704 -0.0033 0.1251
N -1.127 -5.508 -3.892 0.3020 0.1580 0.1133
N 0.521 2.461 -7.199 -0.0084 -0.5950 0.4139
N 5.469 -1.197 -4.486 0.1562 -0.0508 -0.0942
N -1.602 -5.524 -5.985 -0.1446 -0.0413 -0.2077
N -2.104 -5.403 -4.821 -0.0969 0.0292 0.0864
N 1.219 -1.777 -4.966 -0.2961 0.6082 -0.2234
N -1.286 -0.883 2.854 0.5063 0.0361 -0.6209
C 3.443 3.139 1.981 0.0204 -0.0318 0.1420
C 2.646 -1.251 3.353 -0.0778 0.0263 -0.0044
C 0.179 3.080 3.296 -0.0892 -0.0016 -0.0284
C -0.958 -3.208 -1.202 -0.0183 -0.1375 0.0596
C -0.245 -5.723 -5.868 0.2009 -0.0041 0.5931
C 0.536 3.710 0.455 -0.0924 -0.0468 0.0702
C 4.590 1.785 -0.147 -0.0223 -0.0297 0.0351
C -2.689 -3.171 -2.576 -0.0686 0.1363 0.2043
C -3.223 5.731 3.817 0.0742 0.0624 0.0039
C 0.520 2.055 6.593 0.0113 0.0141 -0.2954
C -0.753 3.630 0.965 -0.0531 -0.1196 -0.0461
C -3.648 -4.335 2.999 0.0325 -0.0003 0.0070
C 4.831 -0.131 -4.959 -0.0002 -0.0807 0.0450
C 3.860 0.627 4.197 -0.0520 0.0041 0.0302
C 1.189 1.923 3.514 0.1069 0.1315 -0.0382
C 3.608 1.183 0.621 -0.0633 -0.0541 0.0659
C 2.024 -6.150 -6.374 -0.0005 0.0067 -0.2027
C 3.698 0.410 -4.368 -0.0781 0.0388 0.0715
C 4.657 -0.223 4.949 -0.0417 0.0274 -0.0112
C 4.456 -1.595 4.900 0.0041 -0.0542 0.0191
C 0.779 4.286 -0.785 0.1144 -0.0040 -0.0355
C -1.427 -5.335 -2.494 -0.1710 0.0374 -0.0398
C -1.566 4.672 -1.060 -0.0483 -0.0022 0.0909
C -5.297 -0.524 1.721 0.1210 0.0398 0.0052
C -3.477 3.095 3.035 0.0799 -0.0726 -0.0447
C -3.927 -0.835 1.623 -0.1777 -0.0320 0.0785
C -2.235 3.709 2.949 -0.1204 -0.1964 -0.1447
C 4.421 3.752 1.205 0.0355 0.0789 0.0504
C -2.122 5.040 3.337 0.0341 -0.0182 -0.0018
C -4.584 3.784 3.510 -0.0088 0.0944 0.0530
C -3.737 0.953 -0.033 -0.2421 0.1201 -0.0725
C -4.460 5.106 3.906 -0.0889 -0.0598 0.0045
C 1.967 1.052 2.496 0.3157 0.7991 0.4571
C 3.449 -2.105 4.096 0.0154 -0.0432 0.0541
C -1.404 1.765 -2.649 -0.3701 -0.2116 -1.6913
C 3.190 -0.198 -3.226 -0.2814 0.1634 0.5209
C -3.209 -0.028 0.770 1.7784 0.4023 -0.7107
C 1.375 -5.923 -4.041 0.0182 0.0688 0.0820
C 2.836 0.122 3.398 -0.0660 -0.2235 -0.2551
C -0.233 1.912 5.272 -0.1404 0.0580 0.6577
C 0.316 1.616 -6.062 0.4549 -0.2566 -0.3400
C 0.871 0.342 -6.059 -0.0841 0.3606 -0.2857
C -4.131 -3.183 2.400 0.0531 -0.0346 0.0310
C -1.642 1.387 5.501 0.2302 0.0603 -0.1902
C -1.805 4.091 0.174 0.0460 0.0424 0.0480
C 0.078 -5.708 -4.504 -0.1737 -0.0073 -0.3931
C 4.996 3.082 0.139 -0.0066 -0.0359 -0.0495
C -2.088 -2.007 2.909 -0.4889 -0.7681 -0.0096
C -0.596 1.316 -3.861 -0.2236 0.3178 0.0483
C 4.984 -1.764 -3.384 -0.0444 0.0245 0.0313
C 3.858 -1.306 -2.720 0.0319 -0.0119 -0.0633
C 0.745 -5.941 -6.829 -0.0689 -0.0096 -0.0218
C -1.606 -3.181 3.501 0.1161 0.2565 -0.1153
C -2.372 -4.331 3.544 -0.0586 -0.0337 0.0123
C 0.275 -3.660 -0.502 -0.0995 -0.0213 -0.2163
C 0.738 -0.447 -4.948 -0.2785 -0.0404 0.0190
C -0.268 4.792 -1.535 0.0170 0.0128 -0.0561
C -0.473 2.073 -4.978 -0.3431 -0.1306 0.5873
C 3.008 1.852 1.687 0.1014 -0.0383 -0.1304
C -2.578 -1.984 -1.922 -0.0793 0.0036 -0.0658
C -1.047 2.952 2.318 0.3523 0.6281 0.0035
C -5.872 0.471 0.950 -0.0674 0.0543 -0.0243
C -5.106 1.199 0.045 0.1328 -0.2094 0.1326
C 2.333 -6.146 -5.002 -0.0070 0.0309 0.1662
C -3.377 -2.012 2.337 0.3832 0.0414 0.0805
C 0.150 0.053 -3.713 -0.0212 -0.1025 0.4205
H -1.737 0.029 2.833 -0.1063 0.1411 0.5184
H -5.903 -1.076 2.431 0.0089 -0.0494 -0.0556
H 1.384 -0.038 -6.930 0.0097 0.0422 0.0020
H 5.250 0.307 -5.859 -0.0702 0.0499 0.0136
H -1.167 5.546 3.256 -0.0043 0.0088 -0.0015
H 1.865 -1.636 2.710 0.0483 -0.0461 -0.0066
H 1.795 4.329 -1.162 -0.0213 -0.0111 0.0099
H -0.452 -0.863 3.425 -0.0069 0.0364 0.2129
H -3.578 2.071 2.696 0.0022 -0.0136 0.0146
H 5.524 -2.637 -3.030 -0.0235 0.0005 0.0801
H -6.930 0.682 1.051 0.0138 -0.0300 0.0081
H -2.400 5.011 -1.661 0.0271 -0.0207 -0.0056
H -3.370 -3.529 -3.327 -0.0017 0.0099 -0.0122
H -2.185 2.091 6.131 -0.0214 -0.0464 0.0256
H -0.605 -3.171 3.918 -0.0106 -0.0138 0.0449
H 1.366 3.311 1.014 -0.0670 0.1062 -0.0739
H -3.121 6.767 4.117 0.0227 -0.0169 -0.0125
H -2.327 -5.912 -2.277 0.0585 -0.0382 0.0092
H 1.617 -5.890 -2.987 0.0637 -0.0129 -0.0015
H 2.825 -6.307 -7.085 -0.0156 -0.0072 0.0004
H 3.227 1.290 -4.788 -0.0220 -0.0118 -0.0018
H -1.608 0.408 5.980 -0.0116 -0.0022 0.0148
H 5.039 1.237 -0.967 -0.0386 0.0188 -0.0299
H -2.822 3.990 0.529 -0.0510 0.0494 -0.0025
H 0.497 -5.945 -7.881 0.0370 0.0273 -0.0014
H -3.123 1.540 -0.707 0.0792 0.0541 -0.1044
H 1.546 2.371 6.399 0.0092 -0.0012 0.0377
H -0.395 -0.704 -3.153 0.0937 0.0129 -0.0180
H -5.110 -3.196 1.939 -0.0003 0.0323 -0.0244
H 3.358 -6.311 -4.696 0.0068 0.0326 -0.0026
H 4.731 4.763 1.439 -0.0220 -0.0069 0.0065
H 4.062 1.690 4.222 -0.0120 0.0176 -0.0289
H 5.752 3.563 -0.469 -0.0032 0.0042 0.0244
H 0.534 1.105 7.126 -0.0151 0.0056 0.0226
H 3.296 -3.177 4.036 -0.0183 0.0109 0.0086
H 1.970 2.409 4.119 -0.0136 -0.0581 -0.1216
H -4.255 -5.231 3.028 0.0002 0.0218 -0.0113
H 0.708 4.009 3.071 -0.0360 -0.0582 0.0323
H -1.972 -5.225 4.005 0.0022 0.0211 0.0015
H 3.289 0.171 0.411 -0.0131 0.0161 -0.0948
H 5.450 0.189 5.561 -0.0190 -0.0003 -0.0087
H -0.591 -5.728 -1.922 -0.0388 -0.0173 0.0280
H -5.545 3.286 3.560 0.0050 -0.0007 -0.0077
H -3.184 -1.097 -2.010 -0.0346 -0.0082 -0.0515
H -0.997 3.013 -5.076 -0.0005 0.0158 0.1229
H 5.088 -2.258 5.478 -0.0158 -0.0038 -0.0172
H -5.322 5.653 4.270 0.0138 -0.0070 0.0051
H -2.148 1.314 4.544 -0.1183 -0.0309 -0.0179
H 0.548 -2.889 0.217 0.0833 -0.0651 0.0332
H -5.553 1.957 -0.588 0.0343 0.0275 0.0507
H 0.125 -4.605 0.022 0.0391 0.0282 0.0573
H 3.015 3.691 2.809 0.0009 0.0208 -0.0342
H 3.482 -1.800 -1.832 0.0454 -0.0746 -0.0445
H -0.081 5.257 -2.495 -0.0002 -0.0615 -0.0109
H 1.087 -3.770 -1.225 0.0714 0.0198 0.0617
H 0.023 2.815 7.196 0.0406 -0.0209 0.0642
```
Forces are in eV/Å.

The total charge is -1. For the maximum force, the calculation gives 2.56 eV/A. As for the HOMO-LUMO gap (alpha / beta): 3.4 / 3.6 eV. The calculation puts the LUMO energy (alpha / beta) at -0.7357 / -0.6079 eV. The value obtained for the energy relative to the best compared isomer or geometry (same formula, charge and spin) is 396.0 kJ/mol. The HOMO energy (alpha / beta) comes out at -4.2 / -4.2 eV. Its total energy is -6409.44389 hartree.